Entry 1:
The following is a quantum chemistry calculation of 14 unconnected molecules or ions with the total composition C56H154N14O14 in a non-equilibrium geometry, from OMol25.

Its gap between HOMO and LUMO is 8.86 eV. As for the energy above the lowest of the compared OMol25 structures with the same formula, charge and spin: 192.13 kcal/mol. The LUMO energy comes out at 0.47 eV. The HOMO energy comes out at -8.39 eV. The value obtained for the total energy is -4045.4487 a.u.

Atoms and positions in Å:
C 3.82276 -2.86786 1.06826
C 3.31249 -2.20968 2.41499
C 4.06939 -0.93189 2.68228
O 3.79778 -0.15880 3.84493
C 4.13536 -0.84154 5.08647
N 1.82526 -1.90089 2.20537
H 3.79103 -2.09511 0.30020
H 3.06154 -3.62037 0.86237
H 4.86291 -3.16376 1.20470
H 3.39566 -2.99979 3.16126
H 3.99731 -0.23798 1.84480
H 5.11021 -1.23843 2.78638
H 3.45935 -1.67710 5.26800
H 3.97165 -0.09925 5.86769
H 5.16577 -1.17698 5.20415
H 1.57441 -1.14906 1.57933
H 1.49234 -1.59516 3.10858
C 4.53085 2.91196 -1.59364
C 5.72930 2.52289 -0.70770
C 7.07805 2.58729 -1.54232
O 8.13633 2.48094 -0.61946
C 9.48693 2.64625 -1.12715
N 5.78041 3.32660 0.47341
H 4.74069 2.33193 -2.49232
H 4.74334 3.96686 -1.76729
H 3.54527 2.71405 -1.17224
H 5.52693 1.51716 -0.33940
H 7.00108 3.53805 -2.06979
H 7.19147 1.73849 -2.21669
H 9.82330 1.76680 -1.67626
H 10.12392 2.92600 -0.28806
H 9.54576 3.49544 -1.80799
H 5.20922 2.84525 1.15321
H 6.73998 3.38436 0.78326
C 2.17789 2.52019 2.34786
C 3.05623 3.06189 3.44008
C 2.39852 3.12387 4.80151
O 1.18597 3.75819 4.83796
C 0.58768 3.81127 6.12650
N 4.29890 2.37571 3.36920
H 1.71230 1.57519 2.62769
H 2.74219 2.38797 1.42473
H 1.39373 3.21334 2.04329
H 3.31374 4.08795 3.17738
H 3.04935 3.45349 5.61136
H 2.06354 2.09832 4.95695
H -0.35247 4.35367 6.02639
H 1.14601 4.39820 6.85579
H 0.23129 2.84253 6.47665
H 4.11068 1.39278 3.50525
H 4.94370 2.48662 4.13863
C -4.20776 -2.08787 -1.62231
C -3.59223 -2.13213 -3.00707
C -4.43117 -2.82950 -4.06435
O -4.55663 -4.22445 -3.94354
C -4.87267 -4.91894 -5.15955
N -3.24004 -0.74038 -3.32030
H -3.53785 -1.60796 -0.90886
H -4.32420 -3.15666 -1.44278
H -5.16604 -1.58554 -1.49023
H -2.70098 -2.71568 -2.77635
H -3.91435 -2.68468 -5.01305
H -5.42008 -2.37240 -4.09887
H -4.20250 -4.82808 -6.01437
H -5.83794 -4.69857 -5.61541
H -4.82987 -5.96195 -4.84588
H -2.91204 -0.67665 -4.27343
H -2.44024 -0.52782 -2.74131
C 2.71199 -4.36439 -6.27519
C 2.77137 -3.38543 -7.41366
C 2.79484 -1.90850 -7.04732
O 2.07368 -1.69204 -5.80014
C 1.48382 -0.33071 -5.74431
N 3.95957 -3.79648 -8.20802
H 2.96188 -5.35744 -6.64867
H 1.66346 -4.37879 -5.97774
H 3.40262 -4.22709 -5.44314
H 1.86198 -3.55430 -7.99037
H 2.48750 -1.32838 -7.91745
H 3.74889 -1.39247 -6.93957
H 0.64376 -0.34880 -5.05000
H 0.99002 -0.05783 -6.67694
H 2.20713 0.43504 -5.46402
H 4.01865 -4.77338 -8.45761
H 4.71676 -3.65691 -7.55435
C 1.53945 0.61846 -0.87494
C 0.16870 -0.18603 -0.93008
C -0.73200 0.22100 0.21766
O -0.32288 -0.43894 1.38410
C -1.12238 -0.26130 2.51504
N -0.41765 0.08043 -2.25465
H 1.38770 1.67486 -0.65339
H 2.17270 0.44735 -1.74548
H 2.16453 0.24172 -0.06536
H 0.32729 -1.26370 -0.89028
H -1.69805 -0.20107 -0.05927
H -0.80269 1.30805 0.25543
H -0.99972 0.65471 3.09295
H -0.86560 -1.08222 3.18457
H -2.19692 -0.34628 2.35306
H -0.99047 0.91213 -2.23861
H 0.29336 0.30025 -2.93747
C -5.84969 1.62034 -3.90633
C -4.81710 2.74757 -3.69459
C -5.49839 4.03838 -3.20061
O -6.61171 4.55422 -4.07116
C -7.22497 5.78784 -3.83109
N -3.97669 2.21361 -2.67675
H -5.40385 0.77690 -4.43351
H -6.74412 1.98888 -4.40861
H -6.19016 1.15157 -2.98305
H -4.15332 2.96040 -4.53256
H -4.75661 4.83030 -3.30412
H -5.84861 4.02710 -2.16847
H -7.71782 5.75880 -2.85932
H -7.96144 5.97697 -4.61209
H -6.47904 6.57906 -3.90650
H -4.48153 2.27171 -1.80391
H -3.81805 1.22405 -2.80206
C 0.65626 -6.06905 -0.32166
C 0.22849 -4.62295 -0.46061
C -0.42098 -4.17477 -1.79997
O 0.54197 -4.19040 -2.79103
C 1.33957 -3.06531 -2.88852
N -0.81177 -4.42759 0.64008
H 1.47239 -6.29514 -1.00789
H -0.15107 -6.73571 -0.62480
H 0.81906 -6.41336 0.69963
H 1.06608 -3.96265 -0.23574
H -0.89234 -3.19207 -1.78540
H -1.20498 -4.84428 -2.15383
H 0.80371 -2.13604 -3.08192
H 2.02121 -3.25739 -3.71711
H 1.92048 -2.89219 -1.98261
H -0.52651 -4.61483 1.59070
H -1.07694 -3.45698 0.72795
C -5.00312 2.13527 4.86843
C -3.70558 1.30200 5.12609
C -2.51445 2.25262 4.78600
O -2.57170 2.63912 3.43184
C -1.52982 3.47982 2.98036
N -3.61345 0.85197 6.53169
H -5.01204 2.77989 3.98952
H -5.22810 2.79890 5.70334
H -5.93196 1.56568 4.89864
H -3.50756 0.47388 4.44557
H -1.57188 1.71618 4.89509
H -2.51744 3.08738 5.48690
H -1.59146 4.49389 3.37528
H -1.64014 3.58743 1.90130
H -0.47514 3.21617 3.05928
H -2.70918 0.64328 6.93027
H -4.14773 -0.00282 6.46859
C -8.32300 3.34832 -0.20908
C -7.88454 2.04718 -0.95664
C -6.63797 1.34536 -0.27727
O -5.48122 2.17529 -0.30868
C -4.65389 2.09897 0.78576
N -8.97412 1.10801 -1.01506
H -8.06894 3.41706 0.84867
H -9.35932 3.66830 -0.31746
H -7.81757 4.25060 -0.55335
H -7.44704 2.37598 -1.89929
H -6.37601 0.37767 -0.70510
H -6.97390 1.19620 0.74889
H -3.97371 1.24750 0.76434
H -5.16737 2.18220 1.74363
H -3.90512 2.89056 0.81435
H -8.43986 0.34234 -1.40031
H -9.62435 1.42958 -1.71784
C -2.09278 -4.00792 4.77067
C -2.94352 -2.75266 4.64758
C -3.81722 -2.75305 3.37983
O -4.44741 -1.48128 3.30307
C -5.57157 -1.44844 2.45199
N -3.78487 -2.80354 5.82792
H -1.19939 -3.98432 4.14664
H -2.71608 -4.85912 4.49671
H -1.70271 -4.14529 5.77916
H -2.34517 -1.85222 4.78650
H -4.51864 -3.58466 3.31256
H -3.23368 -2.95703 2.48207
H -5.25697 -1.61494 1.42175
H -5.90178 -0.41592 2.56590
H -6.45478 -2.03047 2.71516
H -4.39150 -3.59587 5.98390
H -4.53618 -2.12883 5.80826
C 6.41808 -1.24112 -4.53566
C 5.68884 -1.73461 -3.19093
C 6.63195 -1.51000 -1.96417
O 7.99944 -1.84516 -2.28590
C 8.89386 -1.34363 -1.31690
N 4.59003 -0.85269 -3.13161
H 5.74814 -1.24844 -5.39544
H 7.30705 -1.86367 -4.63681
H 6.70428 -0.19115 -4.47430
H 5.41434 -2.77856 -3.34223
H 6.31460 -2.28719 -1.26891
H 6.45242 -0.56544 -1.45067
H 9.95626 -1.38498 -1.55710
H 8.62304 -1.94339 -0.44797
H 8.66328 -0.29417 -1.13373
H 4.65276 -0.03045 -3.71478
H 3.76325 -1.33820 -3.44913
C 1.16514 -0.06129 7.32207
C 0.16393 -1.20169 7.14487
C 0.20801 -2.18041 8.27821
O 1.58259 -2.48613 8.51518
C 1.85802 -3.81717 8.05184
N -1.14711 -0.68034 6.80147
H 2.19543 -0.38059 7.16519
H 1.16079 0.30671 8.34807
H 1.07787 0.78418 6.63966
H 0.45007 -1.77948 6.26602
H -0.39773 -3.08661 8.27619
H -0.10981 -1.72897 9.21804
H 1.44209 -4.12986 7.09406
H 1.58827 -4.61007 8.74943
H 2.91846 -3.97134 7.85233
H -1.87203 -1.38218 6.75668
H -1.23171 -0.21178 5.91074
C 2.73896 5.07601 -3.84836
C 2.10051 3.70990 -4.07554
C 0.59875 3.81014 -4.38400
O 0.01028 2.48174 -4.35695
C -1.39891 2.51757 -4.29953
N 2.84731 3.25523 -5.22082
H 3.80881 4.88531 -3.76370
H 2.29639 5.63637 -3.02482
H 2.56219 5.69281 -4.72950
H 2.35747 2.93666 -3.35155
H 0.29827 4.45452 -5.21019
H 0.18471 4.36667 -3.54320
H -1.92296 3.37325 -3.87376
H -1.70854 1.58309 -3.83159
H -1.73245 2.37222 -5.32702
H 2.39009 2.41258 -5.53860
H 2.68272 3.75252 -6.08436

***

Entry 2:
The following is a quantum chemistry calculation of 17 unconnected molecules or ions with the total composition C56H157N11O17 in a non-equilibrium geometry, from OMol25.

Its gap between HOMO and LUMO (alpha / beta) is 7.94 / 2.05 eV. The LUMO energy (alpha / beta) comes out at -2.10 / -8.00 eV. The HOMO energy (alpha / beta) comes out at -10.04 / -10.04 eV. Its total charge is +1. The value obtained for the total energy is -4108.5444 a.u. As for the spin multiplicity: 2.

Atoms and positions in Å:
C 4.37991 -7.34915 5.56877
C 3.76155 -6.38995 4.53757
C 3.75579 -4.92749 4.96056
O 3.39991 -4.08901 3.81621
C 3.49705 -2.69263 4.14603
N 4.47089 -6.49972 3.29097
H 4.55842 -8.39725 5.32853
H 3.74513 -7.37360 6.45452
H 5.33616 -6.94543 5.90147
H 2.76027 -6.71969 4.26044
H 4.77238 -4.62090 5.20685
H 3.00685 -4.83053 5.74656
H 2.77398 -2.42907 4.91791
H 3.33450 -2.07905 3.25991
H 4.49650 -2.44092 4.50078
H 4.19057 -5.69028 2.75586
H 5.45445 -6.36353 3.47580
C -0.79551 -2.46270 -6.83097
C -0.37988 -2.46538 -5.37399
C 0.88665 -1.61733 -5.02201
O 0.73257 -0.28672 -5.38569
C 1.83634 0.54213 -5.02537
N -1.47548 -1.95997 -4.55797
H -0.00903 -2.74496 -7.53088
H -1.24409 -1.50476 -7.09407
H -1.56137 -3.22912 -6.94998
H -0.20879 -3.49143 -5.04831
H 1.70756 -2.00111 -5.62775
H 1.20670 -1.71412 -3.98456
H 1.70487 1.51855 -5.49168
H 2.80912 0.07124 -5.16694
H 1.68256 0.73561 -3.96376
H -1.60475 -0.99626 -4.83121
H -1.12677 -1.85777 -3.61559
C 5.43142 -4.68630 -3.56893
C 4.13877 -5.46678 -3.83654
C 3.06814 -4.58902 -4.57308
O 1.76230 -5.12080 -4.66596
C 1.08793 -5.37393 -3.41902
N 4.56162 -6.63245 -4.55936
H 5.79201 -4.21520 -4.48335
H 6.24918 -5.31778 -3.22167
H 5.23163 -3.92076 -2.81917
H 3.80296 -5.74816 -2.83846
H 3.38480 -4.29521 -5.57383
H 3.03873 -3.65884 -4.00562
H 1.74710 -6.10755 -2.95491
H 0.04262 -5.67017 -3.50657
H 1.08969 -4.49284 -2.77733
H 5.05948 -7.21214 -3.89892
H 3.77177 -7.18741 -4.85644
C -6.89906 0.05061 0.85814
C -6.44799 0.87153 -0.29808
C -6.00173 -0.03152 -1.46695
O -4.69040 -0.54137 -1.21660
C -4.22226 -1.44142 -2.30674
N -7.60918 1.67182 -0.70954
H -6.22476 -0.80096 0.94900
H -7.92971 -0.30113 0.90454
H -6.75941 0.69620 1.72521
H -5.64669 1.54921 -0.00353
H -5.89760 0.59337 -2.35395
H -6.72852 -0.77750 -1.78847
H -3.13883 -1.45517 -2.18797
H -4.45623 -1.11501 -3.32005
H -4.52417 -2.47549 -2.14042
H -8.14133 1.81922 0.13615
H -7.31617 2.58754 -1.01891
C 0.22197 -2.36661 -0.02332
C 0.94432 -1.28093 -0.72621
C 0.11800 0.01297 -0.87004
O -1.03874 -0.24961 -1.71366
C -1.74620 0.91585 -2.04053
N 2.13689 -1.01704 0.10140
H -0.54951 -2.62690 -0.74801
H -0.20205 -2.00022 0.91159
H 0.77888 -3.27038 0.22395
H 1.14133 -1.77674 -1.67672
H 0.64321 0.87746 -1.27613
H -0.19213 0.15405 0.16535
H -1.02417 1.68730 -2.30821
H -2.26280 1.20754 -1.12613
H -2.50922 0.84247 -2.81547
H 2.60482 -0.14479 -0.09942
H 1.85406 -0.84037 1.05476
C 0.23432 -3.81005 3.49227
C -0.50470 -3.23142 4.64752
C -0.04969 -3.53435 6.08353
O -0.99163 -2.99584 7.01316
C -0.71603 -3.31365 8.35774
N -0.44828 -1.74706 4.53918
H 1.06533 -3.16430 3.20850
H -0.43617 -3.80697 2.63289
H 0.56184 -4.84406 3.60018
H -1.50191 -3.66160 4.55474
H 0.95594 -3.13827 6.22466
H 0.03446 -4.61428 6.20506
H -1.47037 -2.90852 9.03223
H 0.14227 -2.72500 8.68164
H -0.59409 -4.34521 8.68808
H -1.00106 -1.36551 3.78489
H -0.99981 -1.45373 5.33282
C 5.34673 3.11557 1.03692
C 6.11090 1.85263 1.40584
C 5.24137 0.54090 1.58982
O 4.38827 0.58717 2.68101
C 4.87569 0.51049 4.02295
N 7.14197 1.64311 0.42784
H 4.77933 3.05192 0.10842
H 5.91005 4.04589 1.10960
H 4.57720 3.27127 1.79300
H 6.60545 2.02306 2.36213
H 5.93423 -0.28556 1.74791
H 4.66344 0.26963 0.70635
H 5.54723 1.33351 4.26742
H 5.34224 -0.42600 4.32859
H 3.97502 0.62841 4.62542
H 7.77255 0.97167 0.84213
H 7.68226 2.49213 0.34207
C -5.81982 5.01473 3.65006
C -5.56074 4.95582 2.14219
C -4.94877 3.58101 1.72474
O -3.67313 3.40734 2.33648
C -2.54141 3.92390 1.63733
N -6.76373 5.25484 1.42174
H -6.60027 4.29614 3.90030
H -6.06461 6.02959 3.96350
H -4.90830 4.82059 4.21534
H -4.83341 5.72195 1.87356
H -4.90428 3.62833 0.63668
H -5.66631 2.82744 2.04937
H -1.71709 4.09924 2.32859
H -2.74893 4.92577 1.26143
H -2.20073 3.28561 0.82209
H -6.62866 5.09023 0.43445
H -7.43646 4.51620 1.56986
C -2.99785 8.51928 -3.47629
C -1.67852 8.28388 -2.70943
C -1.15002 6.79399 -2.67449
O -2.11733 6.05008 -2.04033
C -1.69041 4.72368 -1.68211
N -0.77860 9.16678 -3.42016
H -2.91449 8.08145 -4.47100
H -3.35871 9.52480 -3.69267
H -3.81465 7.98622 -2.98968
H -1.78328 8.68514 -1.70140
H -0.17301 6.74132 -2.19411
H -0.88277 6.47501 -3.68193
H -1.55634 3.99343 -2.48014
H -2.48498 4.36779 -1.02629
H -0.76990 4.84491 -1.11108
H -0.87437 8.89905 -4.38930
H -1.13627 10.10121 -3.55799
C -4.88073 1.31225 5.00972
C -4.40106 0.35013 3.92740
C -2.91580 0.41511 3.76085
O -2.36074 -0.44574 2.74274
C -2.77411 -0.12289 1.38342
N -4.79278 -1.00953 4.26260
H -4.30125 1.17352 5.92244
H -5.93159 1.25304 5.29304
H -4.73482 2.34755 4.70155
H -4.91762 0.66549 3.02085
H -2.47485 0.16233 4.72510
H -2.59737 1.42144 3.48882
H -2.72573 0.92652 1.09273
H -3.83160 -0.32342 1.21135
H -2.20290 -0.63156 0.60684
H -4.42790 -1.69408 3.61579
H -4.49911 -1.34879 5.16745
C 0.43290 1.98019 4.14539
C 0.79464 1.37278 2.71572
C 1.66887 2.32486 1.88325
O 0.88344 3.49647 1.61954
C 1.68688 4.50748 1.00402
N 1.49013 0.11014 2.91104
H 1.37031 2.18193 4.66369
H -0.23261 1.48567 4.85296
H -0.08609 2.92286 3.97184
H -0.12438 1.13805 2.17867
H 1.98160 1.88949 0.93416
H 2.60616 2.50593 2.40935
H 2.64436 4.65407 1.50388
H 1.24232 5.49729 1.10760
H 1.91909 4.32219 -0.04472
H 2.46823 0.12918 3.16217
H 1.02193 -0.43819 3.61829
C -0.02808 -6.30111 0.23111
C -1.52574 -6.29436 -0.03892
O -2.14741 -6.93909 1.09056
H 0.39383 -7.30613 0.23412
H 0.19623 -5.85643 1.20066
H 0.53245 -5.85362 -0.58967
H -1.72198 -6.85650 -0.95194
H -1.84259 -5.25749 -0.15118
H -2.95610 -6.44339 1.23860
C 5.02639 -3.66697 0.34877
C 3.73546 -4.27508 -0.06056
O 3.22227 -3.48702 -1.09164
H 5.44143 -4.32626 1.11112
H 4.87870 -2.71789 0.86406
H 5.73173 -3.53248 -0.47129
H 3.11268 -4.18807 0.82976
H 3.75609 -5.34674 -0.25857
H 2.83692 -2.69234 -0.71536
C -1.48969 3.49169 -5.69942
C -1.36505 2.08879 -6.25677
O -1.23622 1.28842 -5.07060
H -1.39081 4.22723 -6.49773
H -0.59843 3.72990 -5.11890
H -2.33986 3.65633 -5.03745
H -0.48229 2.02618 -6.89311
H -2.20850 1.80045 -6.88411
H -0.50087 0.67976 -5.17257
C 1.45865 3.61576 -2.84900
C 2.97541 3.11862 -2.65141
O 3.03760 1.97681 -1.83660
H 0.85496 2.77110 -3.18098
H 1.25274 4.54802 -3.37494
H 0.95570 3.68255 -1.88429
H 3.53096 3.96950 -2.25713
H 3.43467 2.90531 -3.61664
H 3.91173 1.58425 -1.89493
C -4.99451 3.68552 -2.41699
C -5.71041 4.91307 -1.77586
O -6.91008 4.43566 -1.30742
H -4.25557 4.03438 -3.13835
H -5.58963 3.01930 -3.04155
H -4.43629 3.09505 -1.69046
H -5.86881 5.67248 -2.54156
H -5.20142 5.51939 -1.02658
H -7.51917 4.48919 -2.04752
C 4.70673 -0.53927 -3.06313
C 5.95921 -0.15783 -2.23826
O 5.64803 1.19347 -1.87025
H 4.66298 0.05162 -3.97802
H 3.79050 -0.32169 -2.51422
H 4.68551 -1.58599 -3.36646
H 6.90502 -0.18399 -2.77944
H 6.11296 -0.72061 -1.31754
H 6.17816 1.43973 -1.10872

***

> Which of these has the highest total energy?

C56H154N14O14